13
Properties=species:S:1:pos:R:3:forces:R:3 method="wB97M-V/def2-TZVPD" charge=0 max_force_ev_per_a=0.44 de_lowest_kcal_mol=35.01 e_tot_ev=-8809.0107 spin_multiplicity=1
C -2.16735 -0.04320 -0.63884 -0.087 -0.019 -0.217
N -1.33212 -0.03827 0.53896 0.294 0.009 -0.010
C -0.07132 -0.00472 0.52000 -0.425 -0.016 -0.108
O 0.59585 -0.03528 1.69579 -0.171 -0.024 0.058
O 0.73914 0.05793 -0.54494 -0.267 0.002 0.037
C 2.14845 0.07209 -0.29856 0.246 0.007 0.009
H -2.67217 0.92089 -0.76322 0.128 -0.032 0.094
H -2.95870 -0.78469 -0.49797 0.094 0.045 -0.018
H -1.65733 -0.27060 -1.57908 0.159 -0.004 0.078
H -0.13814 -0.10616 2.32554 0.217 0.025 0.193
H 2.41883 0.88981 0.37385 -0.029 -0.091 -0.149
H 2.61459 0.21489 -1.27352 -0.079 -0.027 0.129
H 2.48028 -0.87270 0.14198 -0.081 0.125 -0.096

---

10
Properties=species:S:1:pos:R:3:forces:R:3 method="wB97M-V/def2-TZVPD" charge=0 max_force_ev_per_a=1.19 de_lowest_kcal_mol=54.28 e_tot_ev=-7190.3347 spin_multiplicity=1
C 2.20863 -0.31518 0.25072 -0.531 0.122 -0.041
C 1.04309 -0.01657 0.22359 0.528 -0.206 0.062
C -0.40036 0.29450 0.30241 0.018 0.073 0.108
N -1.30022 -0.85226 0.16332 0.039 -0.174 -0.098
C -0.75936 1.32289 -0.69619 -0.279 0.720 -0.700
N -1.05469 2.10770 -1.49176 0.300 -0.800 0.827
H 3.24479 -0.57747 0.26879 -0.205 0.063 -0.030
H -0.58633 0.72938 1.29254 0.103 0.078 -0.127
H -1.55768 -0.99839 -0.80510 0.106 -0.016 -0.002
H -0.83787 -1.69460 0.49168 -0.079 0.140 0.000

---

107
Properties=species:S:1:pos:R:3:forces:R:3 method="wB97M-V/def2-TZVPD" charge=-1 max_force_ev_per_a=1.20 de_lowest_kcal_mol=0.00 e_tot_ev=-101351.0856 spin_multiplicity=1
Mg -1.99940 -0.97924 -0.38130 0.657 0.054 -0.422
C 6.12566 9.58915 -3.70286 0.005 -0.023 -0.050
O 5.26722 8.87631 -4.57253 0.076 0.063 0.020
C 4.54499 7.85593 -4.03612 -0.042 -0.057 0.003
C 4.61868 7.45863 -2.70981 0.025 0.004 0.131
C 3.82126 6.41014 -2.26133 -0.047 -0.036 -0.036
C 2.95381 5.74722 -3.11691 0.008 0.018 0.000
C 2.90005 6.15331 -4.45554 -0.010 -0.029 0.072
C 3.68363 7.19038 -4.90903 -0.016 0.019 -0.049
C 2.10162 4.63760 -2.67601 -0.079 -0.108 -0.029
N 1.45176 3.82979 -3.47819 0.024 -0.009 -0.075
C 0.78363 2.95388 -2.65585 0.046 0.082 0.060
C 1.03753 3.23849 -1.33493 -0.038 -0.038 -0.166
N 1.88722 4.31656 -1.36197 0.083 0.079 0.135
C 0.45654 2.52446 -0.24232 -0.002 -0.010 0.080
C 0.67535 2.78589 1.11872 0.027 0.018 -0.070
C -0.02112 2.07143 2.05383 -0.033 0.017 0.025
C -0.90677 1.07874 1.62120 -0.022 -0.038 -0.047
N -1.06480 0.76355 0.35153 0.329 0.409 0.233
C -0.42037 1.48755 -0.58168 -0.105 0.119 0.166
C -0.70358 1.16810 -1.97192 -0.071 -0.015 -0.195
N -1.57033 0.16396 -2.19417 0.249 0.435 -0.251
C -1.84363 -0.17032 -3.43829 -0.034 -0.054 0.097
C -1.27578 0.47231 -4.54117 0.062 0.061 -0.046
C -0.39887 1.51012 -4.33080 -0.031 0.020 0.026
C -0.10065 1.88452 -3.01774 -0.020 -0.077 0.057
H 6.57933 10.37399 -4.30179 -0.011 0.008 -0.001
H 6.91371 8.94541 -3.30193 -0.021 -0.011 0.002
H 5.57039 10.03798 -2.87523 -0.002 0.010 -0.005
H 5.28931 7.94359 -2.01426 -0.035 -0.005 -0.023
H 3.90019 6.11146 -1.22230 0.038 0.005 -0.019
H 2.22306 5.63257 -5.11930 0.024 0.019 -0.022
H 3.64494 7.51650 -5.94100 -0.014 -0.023 0.027
H 2.20625 4.83317 -0.56315 0.016 0.029 -0.006
H 1.37827 3.55328 1.42341 -0.036 0.026 0.004
H 0.09069 2.25787 3.11319 -0.007 0.007 -0.021
H -1.50061 0.51878 2.33124 0.062 -0.061 -0.021
H -2.53883 -0.99301 -3.56117 0.031 0.015 0.014
H -1.52389 0.14563 -5.54224 -0.026 0.004 0.024
H 0.06680 2.04843 -5.14685 -0.022 -0.036 -0.013
O -3.57233 -3.53595 0.77843 0.035 -0.015 -0.168
S -3.01508 -2.77367 1.87742 -0.029 -0.103 0.841
O -3.93616 -2.53994 2.97015 0.084 0.057 -0.108
O -2.33490 -1.52721 1.45952 -0.526 -0.413 0.413
C -1.75065 -3.82451 2.61959 0.198 0.141 0.011
C -2.28762 -5.02833 3.08287 -0.009 0.062 -0.107
C -1.52718 -5.90361 3.82909 -0.031 0.020 -0.046
C -0.21743 -5.56592 4.14342 0.100 -0.069 0.071
C 0.32752 -4.39249 3.66163 -0.055 -0.018 -0.003
C -0.40874 -3.50196 2.87002 -0.262 -0.013 -0.161
P 0.43396 -1.94565 2.29368 -0.045 -0.081 0.274
C 0.80542 -1.32943 4.00554 0.069 -0.017 -0.086
C -0.30824 -1.01763 4.79606 0.055 0.080 -0.068
C -0.15281 -0.47237 6.05987 0.000 -0.020 0.008
C 1.11905 -0.22666 6.56551 -0.024 0.026 -0.003
C 2.22830 -0.53425 5.79492 -0.017 -0.008 -0.012
C 2.07334 -1.07786 4.52320 -0.029 -0.028 0.058
C 2.05495 -2.55747 1.68700 -0.091 0.003 -0.245
C 2.26428 -3.83808 1.17889 0.038 0.009 0.322
C 3.45044 -4.16139 0.53345 0.194 0.074 0.134
C 4.44141 -3.20677 0.36278 -0.075 -0.058 0.044
C 4.22618 -1.91211 0.81790 -0.013 0.019 -0.002
C 3.03921 -1.58972 1.45503 0.012 0.015 0.012
H -3.32207 -5.24688 2.84844 0.024 -0.027 0.054
H -1.95325 -6.83564 4.17814 -0.024 0.014 0.026
H 0.37452 -6.21534 4.77818 0.024 -0.004 -0.068
H 1.35002 -4.14475 3.91638 0.049 0.032 -0.031
H -1.30915 -1.20148 4.41685 -0.001 -0.021 -0.023
H -1.02808 -0.23752 6.65362 0.005 -0.006 -0.021
H 1.23895 0.20648 7.55119 0.004 -0.024 -0.005
H 3.22375 -0.35785 6.18547 0.002 0.007 -0.024
H 2.95354 -1.31718 3.94160 0.004 -0.024 0.010
H 1.48635 -4.58550 1.25859 0.044 0.026 0.062
H 3.59372 -5.16334 0.14601 -0.046 0.039 0.002
H 5.36151 -3.45516 -0.15197 -0.003 -0.021 0.011
H 4.97674 -1.14901 0.64921 -0.023 0.019 0.025
H 2.85608 -0.56365 1.75745 0.025 0.013 -0.013
O -4.88775 2.52761 1.18181 0.229 -0.005 -0.155
N -3.78411 2.56885 0.60653 0.125 -0.023 0.040
O -2.86989 3.31228 1.02852 -0.191 -0.183 -0.125
O -3.57274 1.84304 -0.40542 -0.072 0.179 0.146
C 1.54136 -4.24703 -1.86997 -0.180 0.025 -0.169
C 1.73008 -2.88459 -2.06617 -0.063 0.024 -0.046
C 0.77194 -1.97660 -1.62079 0.034 -0.060 0.074
C -0.42053 -2.34707 -0.96812 0.309 -0.413 -0.007
C -0.54900 -3.74050 -0.77567 0.078 0.099 -0.133
C 0.39541 -4.67039 -1.21155 -0.080 -0.011 -0.144
H 2.27548 -4.96452 -2.22167 0.001 0.019 0.017
H 2.62456 -2.52983 -2.57110 -0.004 0.002 0.043
H 0.98540 -0.91932 -1.78933 -0.015 -0.024 -0.047
H -1.43478 -4.12519 -0.27766 -0.019 -0.036 0.003
H 0.23480 -5.73178 -1.03655 -0.013 0.022 -0.005
C -6.92998 -2.49263 -0.43620 0.042 -0.022 -0.028
N -5.73894 -1.66967 -0.59792 0.105 -0.022 0.122
C -5.61798 -0.52535 0.31145 0.144 -0.049 -0.032
C -4.67769 -2.09594 -1.28338 0.018 -0.103 -0.111
C -4.76998 -3.34406 -2.12129 0.013 -0.005 0.123
O -3.58778 -1.49378 -1.30035 -1.173 -0.087 -0.259
H -7.65788 -1.91713 0.12775 -0.005 0.016 0.023
H -6.71231 -3.40913 0.11615 0.020 0.011 0.016
H -7.37516 -2.74490 -1.39711 -0.020 -0.005 -0.012
H -5.36478 -0.86405 1.31865 -0.011 -0.031 0.005
H -6.56172 0.01365 0.33934 -0.038 -0.004 -0.038
H -4.85583 0.15744 -0.04519 0.044 0.103 -0.018
H -5.73249 -3.84357 -2.09786 0.015 -0.004 -0.038
H -4.00340 -4.01860 -1.73827 -0.007 0.017 -0.029
H -4.51313 -3.08155 -3.14719 0.014 -0.008 -0.006

---

no.,gap between HOMO and LUMO (eV)
1,10.15
2,11.15
3,6.87